Entry 1:
{"formula": "C5H32N2O10", "method": "ωB97M-V/def2-TZVPD", "elements": ["C", "N", "C", "N", "C", "C", "C", "O", "H", "H", "H", "H", "H", "H", "H", "H", "H", "H", "H", "H", "H", "H", "H", "H", "O", "H", "H", "O", "H", "H", "O", "H", "H", "O", "H", "H", "O", "H", "H", "O", "H", "H", "O", "H", "H", "O", "H", "H", "O"], "coordinates": [[2.064, -1.647, -0.276], [2.758, -0.459, -0.706], [2.796, -0.102, -2.064], [1.420, 0.170, -2.563], [2.200, -1.884, 1.220], [1.767, -0.754, 2.167], [0.681, 0.195, 1.688], [-0.593, -0.439, 1.431], [2.479, -2.600, -0.645], [1.020, -1.678, -0.599], [2.693, 0.273, -0.032], [3.482, 0.732, -2.249], [3.256, -0.877, -2.697], [1.159, -0.300, -3.416], [0.812, -0.063, -1.791], [1.704, -2.850, 1.361], [3.199, -2.126, 1.602], [2.650, -0.152, 2.422], [1.494, -1.148, 3.153], [0.452, 0.973, 2.403], [0.875, 0.710, 0.737], [-0.467, -1.371, 1.299], [-1.381, -4.080, 1.834], [-0.442, -2.992, 1.794], [-0.801, -3.591, 2.436], [-1.846, 1.396, 1.822], [-2.661, 2.530, 2.154], [-2.125, 1.872, 2.620], [-3.343, 2.755, 0.664], [-1.812, 2.992, 0.517], [-2.521, 2.306, 0.439], [-2.985, -0.310, 1.639], [-2.526, 0.553, 0.392], [-2.744, -0.329, 0.711], [-1.958, 2.393, -1.887], [-0.966, 1.265, -2.187], [-1.191, 2.173, -2.428], [0.074, 2.528, -0.813], [0.245, 3.888, -0.458], [-0.170, 3.105, -0.063], [-2.482, -1.536, 0.270], [-2.142, -2.544, 1.340], [-2.087, -2.412, 0.379], [0.684, 3.629, -3.665], [1.158, 2.350, -2.990], [1.433, 3.245, -3.215], [-2.133, -1.285, -0.936], [-1.368, -2.614, -1.214], [-1.810, -1.891, -1.600]], "homo_lumo_gap_ev": 8.89, "smiles": "NCNCCCCO.O.O.O.O.O.O.O.O.O", "largest_force_ev_per_a": 6.3, "e_lumo_ev": -0.09, "homo_energy_ev": -8.982}



Entry 2:
{"formula": "C3H4O2", "method": "ωB97M-V/def2-TZVPD", "elements": ["C", "C", "C", "O", "O", "H", "H", "H", "H"], "coordinates": [[0.781, -0.752, 1.744], [-0.116, -0.052, 0.917], [-0.431, 0.401, -0.474], [0.583, 0.588, 2.010], [-0.615, -1.103, 1.793], [1.705, -1.334, 1.738], [-0.889, 1.395, -0.289], [-1.182, -0.398, -0.709], [0.522, 0.445, -0.966]], "homo_lumo_gap_ev": 9.92, "smiles": "C[C@]12O[C@H]1O2", "largest_force_ev_per_a": 3.1, "e_lumo_ev": 0.96, "homo_energy_ev": -8.958}



Entry 3:
{"formula": "C3H9BO", "method": "ωB97M-V/def2-TZVPD", "elements": ["B", "C", "C", "C", "O", "H", "H", "H", "H", "H", "H", "H", "H", "H"], "coordinates": [[0.148, 0.022, -0.361], [-1.699, -0.735, -0.072], [0.491, 0.649, -1.891], [0.960, -0.063, 1.914], [1.084, 0.162, 0.522], [-1.552, -1.656, 0.262], [-2.240, -0.700, -0.988], [-2.108, 0.108, 0.406], [0.179, 0.003, -2.709], [1.552, 0.510, -1.896], [0.244, 1.692, -1.984], [1.993, 0.175, 2.242], [0.520, -0.932, 2.295], [0.428, 0.765, 2.261]], "homo_lumo_gap_ev": 9.53, "largest_force_ev_per_a": 6.9, "e_lumo_ev": 0.71, "homo_energy_ev": -8.823}



Entry 4:
{"formula": "C4H14N2O2", "method": "ωB97M-V/def2-TZVPD", "elements": ["C", "N", "C", "O", "C", "N", "C", "H", "H", "H", "H", "H", "H", "H", "H", "H", "H", "H", "H", "H", "H", "O"], "coordinates": [[-0.526, -0.372, 1.141], [-1.943, -0.206, 0.756], [-2.293, 0.735, -0.322], [-1.575, 0.467, -1.523], [0.490, -0.959, 0.036], [1.312, 0.134, -0.486], [1.719, -0.354, -1.781], [-0.547, -1.002, 2.063], [-0.132, 0.545, 1.612], [-2.472, -1.124, 0.736], [-3.405, 0.734, -0.409], [-1.966, 1.766, -0.059], [-2.107, -0.288, -1.919], [1.153, -1.626, 0.510], [-0.069, -1.472, -0.834], [0.776, 1.100, -0.588], [2.384, 0.439, -2.276], [1.248, -0.450, -2.720], [2.336, -1.188, -1.750], [1.664, 0.851, 1.886], [2.664, 0.297, 1.365], [2.393, 0.486, 2.280]], "homo_lumo_gap_ev": 9.66, "smiles": "CNCCNCO.O", "largest_force_ev_per_a": 5.6, "e_lumo_ev": 0.65, "homo_energy_ev": -9.012}



Entry 5:
{"formula": "C12H19N3O5S", "method": "ωB97M-V/def2-TZVPD", "elements": ["N", "C", "C", "C", "C", "O", "C", "C", "N", "C", "C", "O", "N", "C", "S", "H", "H", "H", "H", "H", "H", "H", "C", "O", "H", "H", "H", "H", "C", "O", "H", "H", "H", "H", "C", "O", "H", "H", "H", "H"], "coordinates": [[-1.690, -1.069, 4.564], [-0.975, -1.024, 3.460], [-0.516, -0.944, 1.854], [-0.160, 0.581, 1.371], [0.043, 0.772, -0.245], [-0.225, 2.008, -0.753], [-1.570, -1.753, 0.894], [-2.143, -3.055, 1.773], [-2.777, -4.030, 2.389], [-2.862, -0.882, 0.386], [-3.523, 0.108, 1.514], [-3.555, 1.432, 1.199], [-0.924, -2.334, -0.379], [-0.223, -3.477, -0.082], [0.259, -5.113, 0.176], [0.509, -1.553, 1.812], [0.884, 0.870, 1.873], [-0.961, 1.293, 1.856], [0.415, -0.037, -1.003], [-3.707, -1.674, 0.101], [-2.589, -0.343, -0.630], [-3.922, -0.229, 2.575], [3.275, -3.392, 1.505], [3.079, -2.136, 2.129], [2.304, -3.799, 1.214], [3.897, -3.265, 0.616], [3.759, -4.076, 2.206], [3.957, -1.800, 2.377], [-0.860, 3.060, -3.961], [-2.105, 2.498, -3.589], [-0.791, 3.079, -5.052], [-0.789, 4.080, -3.576], [-0.048, 2.449, -3.558], [-2.137, 2.495, -2.617], [2.864, 3.721, -2.381], [3.124, 3.123, -1.125], [3.800, 4.108, -2.791], [2.451, 2.974, -3.063], [2.157, 4.545, -2.254], [2.275, 2.790, -0.786]], "homo_lumo_gap_ev": 8.30, "smiles": "N#C[C@H](CC=O)[C@@](C#N)(CC=O)N=C=S.CO.CO.CO", "largest_force_ev_per_a": 12.5, "e_lumo_ev": -1.82, "homo_energy_ev": -10.118}



Entry 6:
{"formula": "C5H36N2O13", "method": "ωB97M-V/def2-TZVPD", "elements": ["N", "C", "C", "C", "O", "C", "N", "C", "H", "H", "H", "H", "H", "H", "H", "H", "H", "H", "H", "H", "H", "H", "O", "H", "H", "O", "H", "H", "O", "H", "H", "O", "H", "H", "O", "H", "H", "O", "H", "H", "O", "H", "H", "O", "H", "H", "O", "H", "H", "O", "H", "H", "O", "H", "H", "O"], "coordinates": [[-0.860, -0.803, -2.068], [-0.631, -0.099, -0.818], [0.166, -1.026, 0.170], [-0.780, -2.090, 0.625], [-0.538, -3.281, 0.484], [0.091, 1.205, -1.201], [0.609, 1.983, -0.095], [0.721, 3.414, -0.308], [0.034, -1.138, -2.410], [-1.525, -1.557, -1.986], [-1.588, 0.242, -0.426], [0.444, -0.336, 0.978], [1.077, -1.420, -0.280], [-1.813, -1.757, 0.925], [0.772, 0.961, -2.014], [-0.724, 1.784, -1.636], [1.489, 1.597, 0.207], [-0.214, 3.881, -0.615], [1.111, 3.900, 0.587], [1.435, 3.661, -1.107], [4.504, -0.421, 0.628], [4.849, -1.280, -0.455], [5.026, -0.366, -0.185], [1.228, -1.797, 3.708], [0.677, -2.610, 2.526], [1.502, -2.322, 2.931], [2.763, -2.436, 0.620], [3.554, -2.570, 1.889], [3.673, -2.487, 0.934], [-3.215, 0.069, 1.445], [-2.772, -0.592, 2.809], [-2.998, -0.758, 1.892], [0.019, 1.899, 1.744], [-0.150, 1.045, 2.907], [-0.603, 1.795, 2.503], [-1.878, -4.367, -2.004], [-1.977, -3.491, -0.763], [-2.346, -3.602, -1.655], [1.909, 0.193, 3.660], [1.038, 0.446, 5.032], [1.227, -0.100, 4.268], [-3.465, 0.525, -2.499], [-3.992, -1.000, -2.757], [-3.479, -0.393, -2.224], [3.565, -0.624, -3.237], [3.486, -0.134, -1.771], [2.997, -0.174, -2.604], [-2.411, 3.128, 0.508], [-1.969, 2.066, 1.378], [-2.684, 2.224, 0.720], [-4.449, 0.346, -0.688], [-4.299, 1.650, 0.069], [-4.974, 1.076, -0.332], [1.481, 1.991, -2.993], [2.630, 1.540, -3.615], [2.256, 2.412, -3.399]], "homo_lumo_gap_ev": 8.58, "largest_force_ev_per_a": 1.9, "e_lumo_ev": -0.42, "homo_energy_ev": -9.000}



Entry 7:
{"formula": "C30H23IN6PReS2", "method": "ωB97M-V/def2-TZVPD", "elements": ["Re", "S", "C", "N", "C", "C", "C", "C", "C", "C", "S", "H", "H", "H", "H", "I", "C", "C", "C", "C", "C", "C", "C", "C", "C", "P", "C", "C", "C", "C", "C", "C", "C", "C", "C", "C", "C", "C", "C", "H", "H", "H", "H", "H", "H", "H", "H", "H", "H", "H", "H", "H", "H", "H", "H", "N", "N", "N", "C", "N", "N", "H", "H", "H"], "coordinates": [[0.329, -0.244, 0.882], [2.647, 0.418, 0.381], [1.726, 1.792, -0.053], [0.408, 1.626, 0.276], [-0.368, 2.760, -0.077], [-1.711, 2.984, 0.168], [-2.258, 4.185, -0.261], [-1.482, 5.142, -0.911], [-0.130, 4.930, -1.137], [0.410, 3.731, -0.707], [2.095, 3.226, -0.833], [-2.318, 2.262, 0.694], [-3.306, 4.385, -0.086], [-1.935, 6.068, -1.237], [0.477, 5.678, -1.629], [-2.228, -0.717, 0.677], [-3.305, 0.341, 2.130], [-4.573, 0.664, 1.730], [-5.513, 1.137, 2.660], [-5.167, 1.187, 3.977], [-3.863, 0.840, 4.411], [-3.580, 0.836, 5.798], [-2.351, 0.484, 6.273], [-1.327, 0.219, 5.357], [-1.543, 0.227, 3.988], [0.027, 0.231, 3.120], [0.800, -1.390, 3.074], [2.201, -1.553, 2.936], [2.739, -2.826, 2.886], [1.901, -3.938, 2.930], [0.517, -3.794, 3.043], [-0.036, -2.534, 3.123], [1.025, 1.548, 3.783], [0.655, 2.859, 3.471], [1.366, 3.911, 4.021], [2.433, 3.660, 4.878], [2.785, 2.357, 5.202], [2.082, 1.292, 4.658], [-2.856, 0.465, 3.471], [-4.876, 0.531, 0.698], [-6.508, 1.401, 2.331], [-5.894, 1.484, 4.723], [-4.374, 1.108, 6.482], [-2.148, 0.458, 7.335], [-0.328, 0.048, 5.745], [2.845, -0.687, 2.912], [3.811, -2.958, 2.826], [2.332, -4.931, 2.894], [-0.116, -4.670, 3.102], [-1.104, -2.412, 3.261], [-0.193, 3.063, 2.825], [1.083, 4.930, 3.793], [2.984, 4.486, 5.307], [3.601, 2.168, 5.887], [2.348, 0.281, 4.938], [-0.478, -4.876, -1.638], [0.225, -3.856, -1.079], [1.533, -3.929, -0.934], [1.797, -2.829, -0.260], [0.670, -2.133, -0.012], [-0.339, -2.826, -0.560], [0.137, -5.420, -2.233], [-1.308, -4.534, -2.106], [2.790, -2.529, 0.021]], "spin_multiplicity": 2, "homo_lumo_gap_ev": [5.63, 5.72], "charge": 3, "largest_force_ev_per_a": 0.8, "e_lumo_ev": [-10.84, -10.82], "s_squared": 0.7614, "homo_energy_ev": [-16.477, -16.538]}